Molecular formula: C29H68InO9
Method: DFT, ωB97M-V with the def2-TZVPD basis set

XYZ file:
```
107
Properties=species:S:1:pos:R:3:forces:R:3
C 6.192358 3.446951 0.284534 0.19 -0.20 0.20
C 5.179048 2.152437 0.415521 -0.30 -0.36 -1.03
O 5.239749 1.234180 -0.753838 -0.27 1.68 2.00
In 3.184213 0.767488 -1.082977 -0.30 -0.67 -0.73
C 3.092766 -1.275816 -2.146239 1.09 -0.79 0.13
C 3.214010 -2.396593 -0.942675 -0.50 -0.60 -0.93
C 2.684701 -3.911377 -1.407841 1.29 0.63 1.38
O 1.240141 -4.026929 -1.152723 0.47 0.55 -1.79
C 2.268045 2.454037 -2.283556 -0.09 1.23 -0.64
C 1.610828 3.672876 -1.345390 0.23 -0.36 -1.12
C 0.059189 3.832325 -1.848544 -0.03 -0.72 0.54
C -0.940733 4.599555 -0.802938 0.42 1.35 -0.48
C -0.774041 4.175532 0.769631 -1.08 -0.33 0.04
C -0.598331 2.571822 1.051418 0.27 -0.45 0.82
C -1.989071 1.754700 1.340727 -0.14 0.82 0.92
C -3.204011 2.042778 0.280645 0.00 0.56 0.09
C -2.890762 1.631871 -1.273884 -0.78 -0.44 -0.48
C -1.897677 0.343451 -1.471472 -0.02 -0.02 -0.84
C -2.353179 -1.016220 -0.674160 0.23 -0.11 -1.37
O -1.139863 -1.886559 -0.582644 -1.05 0.79 2.00
C -0.513313 -1.781597 0.744178 0.55 0.61 1.35
H 7.152846 3.222161 -0.373818 -2.14 0.26 1.30
H 5.595749 4.333413 -0.205561 1.30 -1.66 0.96
H 6.585658 3.768258 1.355859 -0.92 -0.51 -2.15
H 4.079446 2.591576 0.424778 2.14 -0.53 0.62
H 5.349785 1.514599 1.401530 -0.22 1.51 -1.76
H 2.453047 0.570093 0.563540 0.07 0.11 -0.27
H 4.065741 -1.360261 -2.816072 -2.04 0.00 1.12
H 2.146471 -1.391767 -2.824778 1.62 0.00 1.31
H 2.514693 -2.066920 -0.034431 1.69 -0.87 -1.79
H 4.348026 -2.523220 -0.610528 -2.42 0.54 -0.61
H 3.023312 -4.200722 -2.490397 -0.88 0.73 1.81
H 3.232083 -4.674255 -0.676281 -1.47 1.35 -1.48
H 0.721751 -3.497241 -1.839186 1.30 -0.84 1.40
H 1.440666 1.963774 -2.989055 1.70 1.26 1.36
H 3.120174 2.927080 -2.956981 -1.81 -1.02 1.15
H 2.211574 4.677171 -1.540733 -1.31 -1.97 0.47
H 1.745324 3.395720 -0.216560 -0.61 0.63 -2.05
H -0.355293 2.730239 -2.010936 0.89 2.31 0.32
H 0.094262 4.338217 -2.914823 -0.27 -0.89 2.20
H -0.666306 5.759712 -0.867375 -0.62 -2.34 0.19
H -2.073125 4.543192 -1.172194 2.41 -0.11 0.89
H 0.085447 4.773858 1.292695 -1.52 -1.20 -1.22
H -1.787741 4.499543 1.310607 2.17 -0.58 -1.00
H 0.051741 2.480026 2.048785 -1.35 0.06 -2.18
H -0.007889 1.979130 0.233518 -0.99 1.48 1.41
H -2.379068 2.130983 2.404435 0.70 -0.81 -2.21
H -1.711480 0.625447 1.488351 -0.69 2.16 -0.51
H -3.429806 3.213252 0.316499 0.48 -2.51 -0.06
H -4.215047 1.532250 0.648812 2.28 0.93 -0.73
H -2.528023 2.554000 -1.938852 -0.59 -2.10 1.67
H -3.938856 1.318762 -1.752120 2.15 0.64 0.94
H -1.936048 0.071364 -2.633355 0.17 0.57 2.49
H -0.752551 0.571208 -1.254745 -2.51 -0.42 -0.16
H -3.100918 -1.613805 -1.380182 1.48 1.24 1.59
H -2.875046 -0.834962 0.357364 1.18 -0.31 -1.84
H -1.342370 -1.843236 1.600669 1.62 0.06 -1.77
H 0.053996 -0.740274 0.881072 -1.18 -2.11 -0.41
H 0.299973 -2.625991 0.960144 -1.98 1.69 -1.06
C 7.455428 -3.298048 0.031191 -0.27 0.07 -0.25
O 7.042013 -2.628407 -1.155433 0.54 -0.12 0.31
C 7.735736 -1.392668 -1.351413 -0.20 -0.11 -0.64
C 8.853835 -1.539805 -2.388055 0.02 0.13 0.67
O 9.896560 -2.397636 -1.911787 -0.24 -0.38 -0.28
C 9.812000 -3.706731 -2.464518 0.15 0.23 0.20
H 7.076433 -4.322744 -0.002746 -0.06 0.13 -0.07
H 8.543288 -3.333814 0.122510 0.03 0.05 -0.01
H 7.029422 -2.795050 0.904310 0.06 -0.02 0.10
H 8.127175 -1.009274 -0.401302 0.02 -0.07 -0.13
H 7.003413 -0.672289 -1.726087 0.00 0.07 0.14
H 9.304398 -0.556852 -2.560330 -0.06 -0.02 0.01
H 8.459201 -1.900209 -3.345246 -0.04 -0.05 0.13
H 10.151335 -3.690055 -3.504846 -0.06 -0.10 -0.08
H 8.796639 -4.109031 -2.413367 0.00 0.08 -0.02
H 10.472371 -4.363118 -1.891612 -0.01 0.15 -0.03
C -5.106741 -5.559680 0.265244 0.23 -0.24 -0.05
O -3.772586 -6.030065 0.427035 -0.36 0.35 0.18
C -2.858017 -4.973974 0.735165 0.26 -0.43 0.28
C -2.526575 -4.942583 2.230352 -0.26 0.50 -0.31
O -3.672475 -4.585145 3.010821 -0.03 -0.54 -0.06
C -4.284637 -5.717245 3.619098 0.00 0.32 -0.02
H -5.778422 -6.421986 0.273195 0.16 0.02 -0.03
H -5.402050 -4.883009 1.070206 0.05 0.03 0.00
H -5.202147 -5.049395 -0.697737 -0.10 0.09 0.00
H -3.250011 -4.006713 0.398011 0.03 -0.08 0.12
H -1.939517 -5.175143 0.177031 0.01 0.09 0.02
H -1.769093 -4.171683 2.405897 -0.02 -0.06 -0.06
H -2.112270 -5.901631 2.562645 -0.11 0.02 -0.10
H -3.677549 -6.054313 4.464993 -0.02 -0.13 0.01
H -4.421511 -6.539466 2.911540 0.07 0.03 0.00
H -5.267153 -5.415700 3.991774 0.14 0.07 -0.03
C -6.397424 3.861392 0.062128 0.17 -0.16 0.10
O -6.051649 3.697028 1.433563 -0.43 0.41 -0.07
C -6.425247 4.827299 2.227050 -0.04 -0.62 0.19
C -7.715157 4.557794 3.008026 -0.04 0.42 -0.49
O -8.837744 4.422936 2.129623 0.33 -0.37 0.14
C -9.199198 3.061795 1.922160 -0.10 0.19 -0.07
H -6.310027 2.890802 -0.432955 0.09 0.09 0.14
H -7.420995 4.222233 -0.060965 0.00 0.04 0.05
H -5.701605 4.560576 -0.410950 -0.04 0.03 -0.11
H -6.521049 5.726261 1.606071 -0.11 -0.11 0.05
H -5.613715 4.998376 2.939631 0.00 0.02 0.03
H -7.919387 5.416720 3.655651 0.03 -0.02 0.00
H -7.611679 3.673074 3.647091 0.07 0.03 -0.14
H -9.709125 2.676467 2.810533 0.03 -0.13 0.00
H -8.331514 2.436947 1.693894 0.00 0.06 0.06
H -9.889244 3.016476 1.075438 0.06 0.12 0.12
```
Forces are in eV/Å.

Computed properties:
**Spin multiplicity**: 1
**Calculated total energy**: -54765.15682 eV
**Orbital gap**: 6.7 eV
**Charge**: -1

Mulliken atomic charge list, values in e, 4 entries: -0.91, 0.45, -0.68, 0.59